(1)
{"formula": "C28H63N7O35", "method": "the ωB97M-V functional and the def2-TZVPD basis", "elements": ["C", "O", "C", "O", "O", "C", "H", "H", "H", "H", "H", "H", "C", "O", "C", "O", "O", "C", "H", "H", "H", "H", "H", "H", "C", "O", "C", "O", "O", "C", "H", "H", "H", "H", "H", "H", "C", "O", "C", "O", "O", "C", "H", "H", "H", "H", "H", "H", "C", "O", "C", "O", "O", "C", "H", "H", "H", "H", "H", "H", "C", "O", "C", "O", "O", "C", "H", "H", "H", "H", "H", "H", "C", "O", "C", "O", "O", "C", "H", "H", "H", "H", "H", "H", "C", "N", "O", "O", "H", "H", "H", "C", "N", "O", "O", "H", "H", "H", "C", "N", "O", "O", "H", "H", "H", "C", "N", "O", "O", "H", "H", "H", "C", "N", "O", "O", "H", "H", "H", "C", "N", "O", "O", "H", "H", "H", "C", "N", "O", "O", "H", "H", "H"], "positions_angstrom": [[-2.721, -0.129, 3.773], [-3.413, -0.825, 4.857], [-4.608, -0.382, 5.212], [-5.042, 0.716, 4.993], [-5.204, -1.356, 5.925], [-6.310, -0.952, 6.724], [-1.770, -0.574, 3.479], [-2.384, 0.873, 4.039], [-3.424, -0.120, 2.940], [-6.077, -0.212, 7.490], [-6.622, -1.862, 7.236], [-7.102, -0.503, 6.124], [-0.173, 1.696, 0.478], [-0.061, 0.703, -0.506], [-0.323, -0.552, -0.307], [-0.884, -1.024, 0.691], [0.329, -1.200, -1.231], [0.699, -2.573, -1.046], [-0.699, 2.576, 0.108], [0.812, 2.040, 0.793], [-0.897, 1.256, 1.164], [1.222, -3.157, -1.803], [-0.060, -3.274, -0.701], [1.477, -2.612, -0.284], [2.629, -0.963, 1.959], [2.907, -0.703, 3.342], [3.934, -1.428, 3.940], [4.741, -2.239, 3.430], [3.976, -1.055, 5.242], [5.025, -1.536, 6.079], [1.565, -0.824, 1.767], [2.775, -2.039, 1.862], [3.181, -0.252, 1.345], [5.973, -1.023, 5.914], [5.180, -2.596, 5.882], [4.736, -1.341, 7.112], [-5.455, -1.023, -5.874], [-4.381, -1.837, -5.292], [-3.240, -1.343, -4.943], [-2.942, -0.146, -5.047], [-2.523, -2.305, -4.475], [-1.099, -2.039, -4.237], [-6.020, -0.477, -5.119], [-6.115, -1.598, -6.523], [-5.040, -0.321, -6.598], [-0.528, -2.181, -5.155], [-0.810, -2.672, -3.398], [-0.817, -1.023, -3.958], [-3.005, 1.920, -1.602], [-4.396, 2.413, -1.988], [-5.295, 1.611, -2.409], [-5.177, 0.407, -2.607], [-6.371, 2.317, -2.508], [-7.644, 1.838, -2.986], [-2.679, 1.115, -2.261], [-2.945, 1.649, -0.548], [-2.199, 2.627, -1.798], [-8.225, 2.653, -3.416], [-8.208, 1.444, -2.141], [-7.676, 1.022, -3.708], [0.012, -3.192, 2.990], [1.264, -3.914, 2.805], [1.378, -4.828, 1.870], [0.626, -5.033, 0.932], [2.553, -5.601, 2.028], [3.492, -5.375, 3.032], [0.305, -2.175, 3.250], [-0.708, -3.654, 3.665], [-0.451, -3.075, 2.010], [4.126, -6.249, 3.184], [3.158, -5.112, 4.035], [4.093, -4.518, 2.726], [2.794, 6.528, 1.193], [1.820, 5.578, 1.426], [2.097, 4.670, 2.378], [3.231, 4.490, 2.869], [0.940, 4.024, 2.806], [1.036, 3.032, 3.821], [2.882, 7.266, 1.990], [2.427, 7.056, 0.313], [3.784, 6.153, 0.933], [1.876, 2.362, 3.636], [0.183, 2.366, 3.948], [1.263, 3.539, 4.759], [5.393, -5.071, -1.476], [3.935, -5.064, -1.785], [3.226, -4.205, -1.229], [3.529, -5.889, -2.596], [5.572, -5.982, -0.905], [5.667, -4.203, -0.877], [6.001, -5.021, -2.380], [-4.550, -2.113, -1.040], [-3.569, -3.129, -0.488], [-3.405, -4.187, -1.199], [-3.115, -2.943, 0.635], [-4.080, -1.755, -1.956], [-4.919, -1.443, -0.263], [-5.456, -2.606, -1.395], [2.624, -2.830, -5.988], [3.130, -2.721, -4.574], [4.224, -3.183, -4.256], [2.413, -2.191, -3.764], [1.742, -3.471, -5.994], [3.410, -3.257, -6.610], [2.298, -1.905, -6.464], [4.676, 3.619, 0.116], [4.411, 2.336, 0.836], [3.574, 1.630, 0.362], [5.144, 2.084, 1.763], [5.531, 3.610, -0.560], [5.029, 4.288, 0.901], [3.748, 4.038, -0.273], [2.305, 5.172, -2.668], [0.990, 4.643, -3.083], [0.577, 4.759, -4.234], [0.345, 4.105, -2.158], [2.503, 6.053, -3.279], [3.042, 4.374, -2.585], [2.091, 5.416, -1.628], [2.791, 1.162, -3.329], [2.110, 0.594, -4.528], [0.940, 0.472, -4.396], [2.723, 0.375, -5.489], [2.967, 2.233, -3.429], [3.778, 0.712, -3.224], [2.161, 0.904, -2.477], [-2.722, 4.789, 2.016], [-3.160, 3.532, 2.631], [-3.071, 2.566, 1.831], [-3.564, 3.508, 3.759], [-2.632, 4.650, 0.938], [-1.757, 4.981, 2.485], [-3.375, 5.622, 2.274]], "mulliken_charge": [-0.329, -0.363, 0.693, -0.546, -0.324, -0.650, 0.096, 0.229, 0.303, 0.310, 0.227, 0.289, -0.584, 0.235, 0.054, -0.357, 0.628, -0.706, 0.072, -0.163, 0.312, 0.413, 0.418, -0.242, 0.201, -0.182, 0.741, -0.597, -0.327, -0.667, -0.389, 0.095, 0.284, 0.288, 0.290, 0.242, -0.520, -0.388, 1.000, -0.676, -0.392, -0.463, 0.040, 0.319, 0.323, 0.309, 0.245, 0.199, -0.136, -0.363, 0.773, -0.479, -0.384, -0.658, 0.169, 0.131, 0.106, 0.282, 0.299, 0.238, -0.351, -0.308, 0.815, -0.543, -0.357, -0.589, 0.087, 0.401, 0.110, 0.351, 0.265, 0.200, -0.700, -0.227, 0.760, -0.601, -0.128, -0.601, 0.358, 0.250, 0.247, 0.298, 0.056, 0.401, -0.867, 0.818, -0.357, -0.530, 0.315, 0.303, 0.298, -0.672, 0.898, -0.554, -0.447, 0.096, 0.282, 0.371, -0.880, 0.920, -0.550, -0.370, 0.308, 0.341, 0.267, -0.821, 1.014, -0.423, -0.594, 0.409, 0.404, -0.061, -0.530, 0.787, -0.530, -0.359, 0.312, 0.173, 0.154, -0.561, 1.115, -0.585, -0.644, 0.174, 0.330, 0.067, -0.760, 0.787, -0.288, -0.502, 0.216, 0.213, 0.345], "homo_lumo_gap_ev": 9.297, "multiplicity": 1, "total_charge": 0}

=====

(2)
{"formula": "C28H64F13GaO8P3S", "method": "the ωB97M-V functional and the def2-TZVPD basis", "elements": ["C", "P", "C", "Ga", "C", "C", "C", "F", "F", "C", "F", "F", "C", "F", "F", "C", "F", "F", "S", "F", "F", "F", "F", "F", "P", "P", "O", "O", "O", "H", "H", "H", "H", "H", "H", "H", "H", "H", "H", "H", "H", "H", "H", "C", "C", "O", "C", "C", "H", "H", "H", "H", "H", "H", "H", "H", "H", "H", "C", "C", "O", "C", "C", "H", "H", "H", "H", "H", "H", "H", "H", "H", "H", "C", "C", "O", "C", "C", "H", "H", "H", "H", "H", "H", "H", "H", "H", "H", "C", "C", "O", "C", "C", "H", "H", "H", "H", "H", "H", "H", "H", "H", "H", "C", "C", "O", "C", "C", "H", "H", "H", "H", "H", "H", "H", "H", "H", "H"], "positions_angstrom": [[0.401, -4.623, 1.445], [0.731, -2.845, 1.043], [2.286, -2.870, 0.019], [-1.040, -1.954, -0.180], [-1.035, 0.076, 0.044], [-1.274, 0.897, -1.245], [-0.240, 1.943, -1.611], [0.334, 2.515, -0.523], [-0.892, 2.964, -2.266], [0.865, 1.473, -2.609], [0.404, 0.432, -3.324], [1.142, 2.473, -3.494], [2.231, 1.020, -1.962], [1.991, 0.411, -0.790], [2.802, 0.124, -2.795], [3.239, 2.209, -1.853], [3.756, 2.393, -3.082], [2.626, 3.344, -1.488], [4.709, 1.954, -0.657], [4.844, 3.522, -0.468], [3.724, 1.897, 0.558], [4.662, 0.399, -0.857], [5.761, 2.053, -1.841], [5.915, 1.766, 0.342], [-0.952, -2.572, -2.485], [-0.982, -4.720, -2.584], [0.093, -5.382, -1.838], [-2.440, -5.244, -2.128], [-0.846, -5.098, -4.155], [-0.675, -4.737, 1.497], [0.818, -4.882, 2.411], [0.818, -5.306, 0.714], [2.837, -3.768, 0.277], [2.920, -2.027, 0.258], [2.109, -2.872, -1.050], [-2.408, -2.537, 0.444], [-1.861, 0.278, 0.714], [-0.139, 0.353, 0.586], [-2.189, 1.465, -1.120], [-1.444, 0.238, -2.086], [-2.231, -2.289, -3.036], [-2.961, -4.468, -1.888], [-0.681, -4.271, -4.624], [1.154, -10.454, 2.945], [0.898, -8.957, 2.875], [1.592, -8.299, 1.839], [1.301, -8.732, 0.520], [-0.155, -8.576, 0.125], [2.221, -10.654, 3.056], [0.627, -10.885, 3.798], [0.810, -10.970, 2.047], [1.247, -8.487, 3.795], [-0.177, -8.754, 2.807], [1.635, -9.768, 0.380], [1.916, -8.112, -0.131], [-0.819, -9.181, 0.746], [-0.294, -8.881, -0.912], [-0.458, -7.533, 0.218], [6.062, -0.346, 5.768], [5.509, -1.621, 5.153], [4.147, -1.547, 4.793], [3.810, -0.556, 3.835], [4.523, -0.708, 2.506], [5.482, -0.065, 6.648], [7.101, -0.493, 6.067], [6.034, 0.491, 5.069], [5.568, -2.430, 5.882], [6.118, -1.927, 4.294], [3.978, 0.446, 4.252], [2.736, -0.655, 3.677], [5.606, -0.602, 2.609], [4.178, 0.054, 1.815], [4.326, -1.689, 2.074], [-5.634, 3.790, -2.871], [-5.576, 3.404, -1.405], [-4.253, 3.316, -0.910], [-3.495, 4.511, -0.967], [-4.074, 5.647, -0.141], [-5.069, 3.078, -3.473], [-6.666, 3.806, -3.227], [-5.208, 4.777, -3.049], [-6.006, 2.411, -1.267], [-6.173, 4.092, -0.794], [-3.343, 4.822, -2.008], [-2.512, 4.246, -0.578], [-5.058, 5.956, -0.497], [-3.415, 6.516, -0.189], [-4.176, 5.345, 0.902], [1.185, 2.685, 4.625], [0.284, 1.965, 3.639], [-0.466, 0.918, 4.218], [-1.355, 1.277, 5.252], [-2.425, 2.273, 4.833], [1.858, 1.971, 5.103], [1.780, 3.437, 4.104], [0.630, 3.195, 5.415], [0.897, 1.496, 2.868], [-0.376, 2.672, 3.120], [-0.803, 1.650, 6.125], [-1.828, 0.344, 5.556], [-1.999, 3.230, 4.528], [-3.107, 2.461, 5.664], [-2.998, 1.880, 3.992], [-2.003, 6.361, -4.437], [-2.559, 5.096, -5.066], [-3.905, 5.207, -5.499], [-4.173, 6.182, -6.486], [-3.416, 5.975, -7.787], [-2.620, 6.670, -3.591], [-0.988, 6.184, -4.081], [-1.967, 7.192, -5.145], [-2.563, 4.296, -4.324], [-1.917, 4.757, -5.887], [-3.991, 7.189, -6.091], [-5.245, 6.109, -6.674], [-2.337, 6.050, -7.650], [-3.712, 6.730, -8.516], [-3.633, 4.989, -8.200]], "mulliken_charge": [-1.185, 0.347, -0.788, -0.024, -0.317, -0.703, 0.959, -0.239, -0.354, 0.222, -0.240, -0.331, 0.552, -0.030, -0.335, 0.484, -0.283, -0.243, 1.438, -0.343, -0.262, -0.310, -0.341, -0.313, -0.461, 0.944, -0.559, -0.526, -0.559, 0.335, 0.475, 0.147, 0.489, -0.215, 0.388, -0.470, 0.837, -0.204, -0.215, 0.483, 0.026, 0.373, 0.336, -1.077, -0.318, -0.422, -0.409, -0.904, 0.282, 0.397, 0.263, 0.355, 0.295, 0.366, 0.325, 0.305, 0.396, 0.157, -1.029, -0.297, -0.460, -0.332, -0.439, 0.273, 0.401, 0.241, 0.371, 0.283, 0.192, 0.287, 0.397, -0.130, 0.246, -0.891, -0.418, -0.377, 0.769, -1.469, 0.232, 0.451, 0.170, 0.342, 0.291, -0.451, 0.228, 0.320, 0.442, 0.364, -1.362, 0.271, -0.398, -0.351, -1.050, 0.322, 0.403, 0.377, -0.075, 0.259, 0.319, 0.358, 0.255, 0.412, 0.254, -1.208, -0.053, -0.354, -0.377, -1.041, 0.304, 0.392, 0.397, 0.052, 0.301, 0.315, 0.338, 0.259, 0.387, 0.289], "homo_lumo_gap_ev": 5.899, "multiplicity": 1, "total_charge": -1}

=====

How do the records compare in HOMO? In the order shown, they have -9.84, -3.80 eV.